Entry 1:
The following is a quantum chemistry calculation of a molecular structure, C15H45BN3O4Ti, from the Open Molecules 2025 dataset.

Element x y z (Å)
Ti: 14.98 -17.29 -19.46
B: 14.48 -15.03 -18.45
H: 14.20 -14.03 -18.16
H: 14.23 -15.64 -17.60
H: 13.88 -15.33 -19.30
H: 15.52 -15.13 -18.73
C: 15.24 -18.54 -16.37
C: 15.95 -19.56 -17.33
C: 16.07 -20.96 -16.79
O: 16.56 -20.97 -15.46
C: 17.98 -20.77 -15.31
N: 15.10 -19.51 -18.54
H: 16.03 -18.20 -15.70
H: 14.41 -18.97 -15.81
H: 14.81 -17.65 -16.84
H: 16.97 -19.21 -17.51
H: 16.67 -21.63 -17.40
H: 15.10 -21.44 -16.73
H: 18.37 -19.81 -15.65
H: 18.46 -21.50 -15.97
H: 18.22 -20.94 -14.26
H: 15.05 -20.33 -19.13
H: 14.19 -19.26 -18.18
C: 13.18 -20.05 -21.66
C: 14.05 -19.11 -22.45
C: 13.69 -19.07 -23.94
O: 14.70 -18.22 -24.56
C: 14.18 -17.86 -25.87
N: 14.04 -17.83 -21.80
H: 12.15 -19.70 -21.73
H: 13.49 -20.22 -20.63
H: 13.08 -21.05 -22.09
H: 15.08 -19.47 -22.45
H: 12.68 -18.67 -24.02
H: 13.71 -20.10 -24.30
H: 13.31 -17.21 -25.85
H: 13.88 -18.73 -26.46
H: 14.84 -17.31 -26.54
H: 14.38 -17.16 -22.48
H: 13.05 -17.59 -21.76
C: 11.53 -17.24 -16.93
C: 11.80 -18.47 -17.72
C: 10.52 -19.00 -18.32
O: 10.77 -20.09 -19.21
C: 9.67 -20.61 -19.88
N: 12.70 -18.03 -18.82
H: 12.47 -17.00 -16.44
H: 10.78 -17.41 -16.16
H: 11.12 -16.43 -17.54
H: 12.21 -19.32 -17.17
H: 9.97 -18.16 -18.73
H: 9.91 -19.39 -17.51
H: 9.10 -21.34 -19.30
H: 10.06 -21.08 -20.79
H: 8.97 -19.84 -20.21
H: 12.52 -17.04 -18.92
H: 12.43 -18.47 -19.68
C: 18.82 -17.97 -21.21
C: 18.22 -17.90 -19.82
C: 19.24 -17.45 -18.77
O: 17.20 -16.92 -19.82
H: 18.18 -18.64 -21.80
H: 19.80 -18.42 -21.33
H: 18.84 -16.99 -21.69
H: 17.81 -18.85 -19.50
H: 20.10 -18.12 -18.82
H: 18.81 -17.56 -17.77
H: 19.52 -16.41 -18.91
H: 17.57 -16.12 -20.19

Calculated values
net charge = +1
Kohn-Sham gap (alpha / beta) = 4.6 / 2.9 eV
HOMO (alpha / beta) = -7.11 / -11.60 eV
multiplicity = 5
lowest unoccupied orbital energy (alpha / beta) = -2.5 / -8.7 eV
F_max = 4.80 eV/Å
energy = -52721.3442 eV
<S²> = 6.008


Entry 2:
The following is a quantum chemistry calculation of 3 unconnected molecules or ions with the total composition C15H45FN7O3P2, from the Open Molecules 2025 dataset.

Element x y z (Å)
O: 1.09 0.17 -1.45
C: 0.30 1.24 -1.96
C: -0.91 1.45 -1.02
C: -2.19 1.92 -1.71
N: -3.20 0.84 -1.73
F: -2.77 -0.22 -2.48
H: 0.54 -0.62 -1.42
H: 0.95 2.11 -1.96
H: 0.02 0.98 -2.98
H: -0.64 2.21 -0.30
H: -1.11 0.50 -0.53
H: -2.66 2.69 -1.09
H: -2.06 2.34 -2.70
H: -3.30 0.49 -0.77
H: -4.14 1.13 -2.04
O: 0.95 4.42 0.65
P: 2.18 4.59 1.49
N: 3.34 4.93 0.28
C: 3.55 3.88 -0.70
C: 3.11 6.21 -0.36
N: 2.35 3.04 2.19
C: 3.53 2.21 2.04
C: 1.14 2.23 2.28
N: 2.97 5.39 2.80
C: 2.08 6.25 3.60
C: 4.28 6.01 2.65
H: 4.28 4.19 -1.45
H: 2.60 3.66 -1.21
H: 3.94 2.97 -0.26
H: 2.98 7.00 0.39
H: 2.21 6.20 -0.99
H: 3.97 6.49 -0.97
H: 3.52 1.65 1.10
H: 3.57 1.48 2.86
H: 4.44 2.80 2.10
H: 0.92 1.70 1.33
H: 0.28 2.84 2.54
H: 1.27 1.48 3.06
H: 1.81 7.17 3.07
H: 2.55 6.52 4.54
H: 1.15 5.71 3.83
H: 4.27 6.95 2.09
H: 4.99 5.34 2.19
H: 4.64 6.23 3.66
O: -0.79 -3.94 -1.89
P: -1.82 -4.84 -1.28
N: -2.55 -3.86 -0.06
C: -1.76 -3.45 1.10
C: -3.20 -2.73 -0.67
N: -0.88 -6.10 -0.65
C: -0.92 -6.53 0.73
C: 0.45 -6.28 -1.22
N: -3.20 -5.82 -1.60
C: -3.48 -5.99 -3.03
C: -4.44 -5.70 -0.85
H: -2.38 -2.85 1.76
H: -0.87 -2.87 0.83
H: -1.45 -4.31 1.68
H: -3.84 -3.04 -1.50
H: -2.46 -2.02 -1.06
H: -3.85 -2.22 0.06
H: -0.29 -5.90 1.37
H: -0.57 -7.55 0.82
H: -1.94 -6.52 1.13
H: 1.19 -5.60 -0.78
H: 0.44 -6.11 -2.30
H: 0.77 -7.30 -1.06
H: -3.90 -5.09 -3.49
H: -4.18 -6.82 -3.18
H: -2.56 -6.24 -3.57
H: -5.03 -4.81 -1.09
H: -4.26 -5.71 0.22
H: -5.05 -6.58 -1.09

Calculated values
net charge = +1
Kohn-Sham gap = 6.7 eV
HOMO = -10.28 eV
lowest unoccupied orbital energy = -3.5 eV
F_max = 4.42 eV/Å
energy = -54143.4615 eV
relative energy (zero: lowest compared OMol25 entry of this formula, charge and spin) = 0.000 eV


Entry 3:
The following is a quantum chemistry calculation of 6 unconnected molecules or ions with the total composition C15H45N9O6, from the Open Molecules 2025 dataset.

Element x y z (Å)
C: -4.39 -1.84 -3.16
C: -3.36 -2.77 -2.55
C: -2.54 -3.68 -3.60
O: -3.46 -4.51 -4.32
C: -2.75 -5.35 -5.24
N: -2.32 -2.03 -1.78
H: -4.66 -1.07 -2.44
H: -5.25 -2.41 -3.52
H: -3.92 -1.38 -4.03
H: -3.77 -3.45 -1.80
H: -1.88 -4.32 -3.02
H: -1.95 -2.97 -4.18
H: -1.95 -5.88 -4.74
H: -2.47 -4.69 -6.05
H: -3.43 -6.16 -5.53
H: -1.64 -1.61 -2.41
H: -2.66 -1.41 -1.06
C: 2.12 0.60 -0.71
C: 1.13 1.49 -1.51
C: 1.58 2.83 -1.81
O: 1.41 3.75 -0.72
C: 0.08 4.31 -0.71
N: 0.85 0.71 -2.76
H: 1.54 0.01 -0.01
H: 2.81 1.28 -0.21
H: 2.72 -0.08 -1.31
H: 0.12 1.54 -1.11
H: 0.92 3.07 -2.64
H: 2.61 2.95 -2.15
H: 0.05 4.98 0.15
H: -0.73 3.59 -0.59
H: -0.17 4.92 -1.58
H: 1.32 0.92 -3.63
H: 0.80 -0.27 -2.55
C: -1.02 0.87 2.52
C: -0.50 0.40 3.82
C: 0.17 1.47 4.78
O: -0.84 2.18 5.45
C: -0.29 3.17 6.22
N: -1.38 -0.51 4.59
H: -1.87 0.31 2.14
H: -0.16 0.97 1.86
H: -1.35 1.90 2.71
H: 0.18 -0.42 3.60
H: 0.76 2.19 4.20
H: 0.94 1.15 5.49
H: -1.20 3.70 6.50
H: 0.44 3.85 5.80
H: 0.11 2.78 7.15
H: -2.04 0.14 5.01
H: -0.95 -0.74 5.46
C: -0.30 -3.53 2.22
O: -0.08 -4.41 1.40
N: -0.61 -3.61 3.47
N: -0.32 -2.32 1.85
H: -0.91 -4.49 3.84
H: -0.96 -2.78 3.92
H: -0.73 -1.60 2.43
H: -0.14 -2.26 0.86
C: 4.51 5.78 -1.08
O: 4.07 5.71 -2.22
N: 3.78 5.66 -0.04
N: 5.73 5.96 -0.70
H: 4.22 5.39 0.83
H: 2.83 5.40 -0.26
H: 5.99 5.96 0.28
H: 6.52 5.99 -1.34
C: 0.95 -2.94 -1.61
O: 0.52 -2.16 -2.34
N: 0.21 -3.85 -1.08
N: 2.10 -2.88 -1.13
H: -0.70 -3.57 -1.41
H: 0.47 -4.16 -0.16
H: 2.38 -3.65 -0.53
H: 2.74 -2.10 -1.20

Calculated values
Kohn-Sham gap = 8.5 eV
SMILES = COC[C@H](C)N.COC[C@H](C)N.COC[C@H](C)N.NC(N)=O.NC(N)=O.NC(N)=O
HOMO = -8.15 eV
lowest unoccupied orbital energy = 0.3 eV
F_max = 8.98 eV/Å
energy = -41978.0452 eV
relative energy (zero: lowest compared OMol25 entry of this formula, charge and spin) = 4.367 eV